# C46H92N5O10

A 7-piece molecular cluster, C46H92N5O10 overall in a non-equilibrium geometry (wB97M-V/def2-TZVPD, the Open Molecules 2025 dataset).

Geometry as XYZ:
```
153
C46H92N5O10 | the Open Molecules 2025 dataset | wB97M-V/def2-TZVPD
C 4.024 2.419 -1.695
C 3.932 1.548 -2.954
C 3.835 2.236 -4.340
C 5.150 2.862 -4.820
C 6.170 1.712 -4.915
C 6.484 1.002 -3.590
N 5.119 0.556 -3.065
O 5.067 -0.295 -2.125
C 7.083 1.942 -2.524
C 7.371 -0.203 -3.924
C 2.668 0.686 -2.991
H 3.091 2.972 -1.587
H 4.801 3.174 -1.813
H 4.244 1.810 -0.820
H 3.010 2.952 -4.374
H 3.461 1.654 -5.187
H 5.472 3.721 -4.229
H 4.953 3.327 -5.786
H 7.088 2.043 -5.401
H 5.787 0.909 -5.549
H 8.141 1.706 -2.424
H 6.665 1.852 -1.521
H 6.882 2.983 -2.771
H 6.888 -0.846 -4.659
H 7.696 -0.714 -3.019
H 8.298 0.112 -4.404
H 2.778 -0.065 -3.771
H 1.752 1.255 -3.144
H 2.567 0.204 -2.017
C 0.629 4.817 -3.408
C -0.003 5.669 -2.268
C -1.280 6.295 -2.910
C -2.549 6.325 -1.993
C -2.171 6.380 -0.551
C -1.436 5.127 -0.101
N -0.400 4.765 -1.130
O 0.463 3.938 -0.788
C -2.436 3.920 -0.077
C -0.752 5.315 1.268
C 0.972 6.696 -1.704
H 0.974 5.315 -4.313
H 0.003 3.940 -3.564
H 1.624 4.476 -3.102
H -1.644 5.740 -3.774
H -1.133 7.322 -3.239
H -3.180 5.474 -2.248
H -3.133 7.194 -2.293
H -3.040 6.590 0.079
H -1.655 7.285 -0.215
H -2.660 3.569 -1.084
H -3.290 4.043 0.583
H -1.888 3.045 0.290
H -1.601 5.373 1.948
H -0.170 6.234 1.222
H -0.119 4.479 1.563
H 1.445 7.189 -2.552
H 1.782 6.100 -1.273
H 0.695 7.361 -0.889
C -4.328 -1.472 -4.876
C -3.637 -1.049 -3.521
C -3.862 -2.093 -2.445
C -3.141 -3.417 -2.574
C -1.633 -3.124 -2.395
C -1.150 -2.056 -3.472
N -2.118 -0.910 -3.580
O -1.633 0.162 -3.951
C -1.070 -2.694 -4.888
C 0.289 -1.513 -3.092
C -4.152 0.337 -3.041
H -5.379 -1.216 -4.745
H -4.306 -2.555 -4.963
H -3.919 -0.842 -5.663
H -4.939 -2.239 -2.337
H -3.611 -1.693 -1.458
H -3.255 -3.916 -3.537
H -3.385 -4.124 -1.782
H -0.960 -3.980 -2.457
H -1.454 -2.764 -1.380
H -0.350 -3.512 -4.943
H -0.786 -2.067 -5.731
H -2.021 -3.211 -5.020
H 0.222 -0.814 -2.253
H 0.738 -0.966 -3.918
H 1.000 -2.220 -2.667
H -3.516 0.583 -2.184
H -5.149 0.308 -2.603
H -4.067 1.201 -3.697
C -5.101 -2.716 7.062
C -4.449 -3.604 6.024
C -5.440 -4.259 4.978
C -6.110 -3.295 3.997
C -5.068 -2.477 3.218
C -3.989 -1.770 4.104
N -3.531 -2.714 5.263
O -2.417 -2.449 5.737
C -4.701 -0.463 4.489
C -2.769 -1.482 3.256
C -3.684 -4.800 6.648
H -5.974 -3.087 7.600
H -5.477 -1.744 6.737
H -4.331 -2.463 7.794
H -6.206 -4.845 5.481
H -4.761 -4.900 4.411
H -6.592 -2.615 4.708
H -6.908 -3.764 3.425
H -5.632 -1.788 2.591
H -4.584 -3.195 2.551
H -4.612 0.250 3.670
H -4.151 -0.024 5.325
H -5.771 -0.487 4.686
H -1.967 -1.046 3.851
H -2.958 -0.810 2.420
H -2.314 -2.378 2.830
H -4.277 -5.578 7.124
H -2.945 -4.377 7.329
H -3.124 -5.369 5.904
C 3.044 -2.927 -0.345
C 2.123 -3.006 0.845
C 2.793 -2.545 2.146
N 1.963 -2.764 3.435
C 0.634 -2.068 3.310
C 2.803 -2.446 4.727
C 3.353 -3.763 5.334
C 2.925 -4.804 4.335
C 1.625 -4.194 3.762
H 3.466 -1.954 -0.597
H 2.365 -3.107 -1.182
H 3.824 -3.686 -0.395
H 1.700 -4.001 0.984
H 1.273 -2.331 0.718
H 3.311 -1.586 2.215
H 3.717 -3.124 2.248
H 0.043 -2.646 2.606
H 0.822 -1.003 3.173
H 0.212 -2.193 4.308
H 2.014 -1.997 5.330
H 3.507 -1.665 4.443
H 3.023 -3.916 6.361
H 4.438 -3.815 5.418
H 2.933 -5.813 4.743
H 3.723 -4.796 3.592
H 0.792 -4.276 4.456
H 1.424 -4.695 2.815
O 0.843 0.217 -0.071
C -0.457 0.450 0.212
O -1.319 0.551 -0.710
O -0.744 0.688 1.414
H 1.280 0.475 0.756
O 2.799 1.407 1.304
C 2.721 1.719 2.626
O 2.307 2.905 2.824
O 3.087 0.966 3.543
H 2.528 2.352 1.215
```

The value obtained for the LUMO energy is -0.342 Eh. As for the HOMO energy: -0.4555 hartree. The calculation puts the gap between HOMO and LUMO at 3.09 eV. Its charge is +3.

Results of the Löwdin charge analysis, in e, for atoms 1 through 8: atom 1 (C): 0.03, atom 2 (C): -0.40, atom 3 (C): -0.14, atom 4 (C): -0.15, atom 5 (C): -0.12, atom 6 (C): -0.43, atom 7 (N): 0.09, atom 8 (O): 0.20

# C46H94N2O16S7

A 9-piece molecular cluster, C46H94N2O16S7 overall in a non-equilibrium geometry (wB97M-V/def2-TZVPD, the Open Molecules 2025 dataset).

Geometry as XYZ:
```
165
C46H94N2O16S7 | the Open Molecules 2025 dataset | wB97M-V/def2-TZVPD
C -2.560 -5.413 6.216
C -2.769 -4.422 4.990
C -1.767 -3.258 5.174
C -2.399 -5.146 3.665
C -2.618 -4.241 2.490
C -4.097 -3.869 2.492
C -4.636 -3.115 3.705
C -4.260 -1.654 3.618
C -6.158 -3.337 3.760
N -4.108 -3.875 4.883
O -4.709 -3.666 6.158
H -3.363 -6.007 6.653
H -1.933 -6.212 5.808
H -2.026 -4.952 7.046
H -0.733 -3.518 4.946
H -2.075 -2.350 4.657
H -1.773 -2.782 6.166
H -1.384 -5.541 3.726
H -3.125 -5.955 3.542
H -2.109 -3.275 2.492
H -2.307 -4.813 1.614
H -4.744 -4.734 2.336
H -4.236 -3.207 1.629
H -4.801 -1.279 2.750
H -3.213 -1.420 3.447
H -4.601 -1.090 4.489
H -6.641 -3.173 4.723
H -6.501 -4.335 3.482
H -6.610 -2.672 3.017
H -4.000 -3.135 6.555
C 3.055 5.467 -6.393
C 3.019 5.942 -4.950
C 4.473 5.748 -4.447
C 2.615 7.423 -4.818
C 1.127 7.615 -4.926
C 0.321 6.783 -3.881
C 0.693 5.282 -4.088
C 0.060 4.636 -2.861
C -0.066 4.834 -5.382
N 2.135 5.052 -4.128
O 2.492 3.703 -4.287
H 3.736 4.650 -6.607
H 2.033 5.385 -6.774
H 3.306 6.248 -7.127
H 4.942 4.763 -4.394
H 5.153 6.367 -5.033
H 4.418 6.013 -3.385
H 2.845 7.884 -3.853
H 3.039 8.115 -5.548
H 0.872 8.629 -4.592
H 0.761 7.624 -5.955
H -0.724 7.069 -3.992
H 0.587 7.119 -2.877
H -0.866 5.077 -2.478
H 0.726 4.798 -2.007
H -0.243 3.583 -2.872
H 0.121 5.514 -6.212
H -1.148 4.873 -5.232
H 0.152 3.808 -5.681
H 1.835 3.210 -3.773
O 0.778 -0.481 2.628
S 0.111 -1.056 1.468
O 0.084 -2.464 1.166
C -1.642 -0.301 1.362
C -1.521 0.822 0.365
C -0.500 0.431 -0.687
C 0.738 -0.100 0.044
H -1.849 -0.190 2.424
H -2.236 -1.128 0.970
H -2.486 0.993 -0.121
H -1.404 1.757 0.919
H -0.337 1.308 -1.313
H -0.938 -0.244 -1.425
H 1.402 0.682 0.422
H 1.545 -0.756 -0.298
O 2.828 3.588 -0.373
S 4.026 2.751 -0.313
O 4.459 2.116 0.902
C 4.011 1.476 -1.651
C 4.965 1.897 -2.766
C 6.041 2.868 -2.105
C 5.317 3.753 -1.107
H 2.946 1.378 -1.840
H 4.407 0.555 -1.231
H 5.408 0.982 -3.158
H 4.404 2.287 -3.614
H 6.748 3.381 -2.752
H 6.667 2.221 -1.480
H 4.831 4.520 -1.710
H 5.947 4.193 -0.335
O -3.122 -2.155 -0.888
S -3.114 -2.875 -2.144
O -2.414 -2.301 -3.271
C -2.307 -4.584 -1.964
C -3.373 -5.596 -2.347
C -4.703 -5.005 -1.966
C -4.797 -3.572 -2.514
H -2.153 -4.748 -0.895
H -1.343 -4.585 -2.464
H -3.341 -5.753 -3.430
H -3.043 -6.547 -1.928
H -4.941 -4.947 -0.902
H -5.501 -5.637 -2.360
H -5.633 -2.941 -2.212
H -4.871 -3.418 -3.595
O -6.334 -1.284 -0.544
S -6.844 0.032 -0.204
O -8.250 0.397 -0.349
C -6.262 0.635 1.411
C -5.972 2.146 1.080
C -5.345 2.350 -0.264
C -5.986 1.269 -1.183
H -5.279 0.230 1.636
H -7.058 0.510 2.137
H -6.942 2.625 1.232
H -5.319 2.711 1.753
H -4.257 2.368 -0.233
H -5.601 3.330 -0.670
H -5.178 0.742 -1.697
H -6.711 1.498 -1.962
O 6.069 -1.065 -0.339
S 5.188 -1.312 0.795
O 3.750 -1.072 0.694
C 5.605 -2.976 1.474
C 6.796 -2.834 2.425
C 7.192 -1.315 2.623
C 5.947 -0.473 2.263
H 5.694 -3.669 0.639
H 4.650 -3.288 1.904
H 6.669 -3.330 3.387
H 7.663 -3.354 2.017
H 7.984 -1.115 1.904
H 7.462 -1.092 3.651
H 6.176 0.566 2.042
H 5.277 -0.536 3.121
O 2.667 1.879 7.288
S 1.687 0.871 7.550
O 0.490 1.133 8.330
C 1.172 0.176 6.001
C 1.693 -1.281 5.999
C 1.801 -1.783 7.455
C 2.455 -0.671 8.236
H 1.589 0.534 5.062
H 0.085 0.221 5.951
H 1.154 -1.937 5.321
H 2.713 -1.185 5.617
H 2.247 -2.769 7.578
H 0.828 -1.848 7.960
H 3.479 -0.540 7.864
H 2.544 -0.734 9.316
O 0.338 0.939 -3.657
S 1.387 0.076 -4.217
O 2.807 0.298 -3.983
C 1.137 -1.674 -3.754
C 1.440 -2.467 -5.001
C 0.772 -1.687 -6.148
C 1.147 -0.223 -5.972
H 0.050 -1.688 -3.634
H 1.675 -2.010 -2.873
H 2.465 -2.713 -5.280
H 0.955 -3.442 -4.894
H -0.302 -1.876 -6.113
H 1.087 -2.012 -7.140
H 0.274 0.319 -6.334
H 2.081 0.052 -6.454
```

The SMILES is CC1(C)CCCC(C)(C)N1O.CC1(C)CCCC(C)(C)N1O.O=S1(=O)CCCC1.O=S1(=O)CCCC1.O=S1(=O)CCCC1.O=S1(=O)CCCC1.O=S1(=O)CCCC1.O=S1(=O)CCCC1.O=S1(=O)CCCC1. The value obtained for the LUMO energy is 0.007 Eh. As for the HOMO energy: -0.2777 hartree. As for the relative energy (zero: lowest compared OMol25 entry of this formula, charge and spin): 35.64 kcal/mol. The calculation puts the gap between HOMO and LUMO at 7.74 eV. Its charge is 0.

Results of the Löwdin charge analysis, in e, for atoms 1 through 8: atom 1 (C): -0.01, atom 2 (C): -0.47, atom 3 (C): -0.04, atom 4 (C): -0.14, atom 5 (C): -0.18, atom 6 (C): -0.14, atom 7 (C): -0.48, atom 8 (C): -0.02